(1)
Molecular formula: C3H3I3O
Method: DFT, ωB97M-V with the def2-TZVPD basis set

Last column: natural (NBO) charge in e.
Positions of all 10 atoms, in Å:
C -2.05 -1.18 -0.27  -0.548
C -0.99 -1.31 0.45  -0.139
C 1.60 1.08 0.10  -0.015
O 0.77 1.46 -0.85  -0.707
I 0.14 -2.55 1.60  0.248
I 3.22 -0.06 -0.77  0.119
I 2.27 2.48 1.63  0.098
H -3.04 -1.90 -0.53  0.218
H -2.19 -0.30 -0.80  0.221
H 0.26 2.28 -0.55  0.505

Output
Spin multiplicity: 1
Kohn-Sham gap (alpha / beta), Ha: 0.273 / 0.263
LUMO (alpha / beta), eV: -0.861 / -0.719

---

(2)
Molecular formula: C3H3IN2S
Method: DFT, ωB97M-V with the def2-TZVPD basis set

Last column: natural (NBO) charge in e.
Positions of all 10 atoms, in Å:
S -2.15 0.92 3.57  0.020
N -1.19 1.69 2.62  -0.434
C -0.72 2.16 1.65  0.066
I 0.52 2.85 0.27  0.350
C 0.53 -1.45 -1.78  -0.729
C 0.77 -0.80 -0.48  0.292
N 0.73 -0.40 0.62  -0.339
H 0.73 -2.61 -1.76  0.264
H -0.47 -1.27 -2.22  0.262
H 1.25 -1.09 -2.49  0.248

Output
Spin multiplicity: 1
Kohn-Sham gap, Ha: 0.284
Structure (SMILES): [S-][N+]#CI.CC#N
LUMO, eV: -0.265

---

(3)
Molecular formula: C3H3IN2S
Method: DFT, ωB97M-V with the def2-TZVPD basis set

Last column: natural (NBO) charge in e.
Positions of all 10 atoms, in Å:
S 2.16 0.31 -1.72  -0.197
C 0.85 0.25 -0.73  0.026
N 0.17 1.26 -0.20  -0.414
N -0.90 0.73 0.58  -0.400
C -0.87 -0.62 0.50  -0.021
C 0.17 -1.05 -0.22  -0.305
I 0.83 -3.04 -0.39  0.210
H 0.80 2.04 -0.08  0.444
H -1.51 1.19 1.21  0.422
H -1.71 -1.08 1.05  0.235

Output
Spin multiplicity: 1
Kohn-Sham gap, Ha: 0.300
Structure (SMILES): S=c1[nH][nH]cc1I
LUMO, eV: 0.259

---

(4)
Molecular formula: C3H3IO
Method: DFT, ωB97M-V with the def2-TZVPD basis set

Last column: natural (NBO) charge in e.
Positions of all 8 atoms, in Å:
C -0.48 1.01 1.12  -0.685
C -0.04 0.14 0.07  -0.094
C 0.59 -0.60 -0.66  0.262
O 1.28 -1.33 -1.62  -0.673
I 0.30 -2.47 -2.89  0.459
H 0.32 0.73 1.82  0.258
H -0.61 1.89 0.61  0.241
H -1.38 0.63 1.56  0.232

Output
Spin multiplicity: 1
Kohn-Sham gap, Ha: 0.291
Structure (SMILES): CC#COI
LUMO, eV: -1.158

---

(5)
Molecular formula: C3H3IO
Method: DFT, ωB97M-V with the def2-TZVPD basis set

Last column: natural (NBO) charge in e.
Positions of all 8 atoms, in Å:
C -0.81 -0.42 -1.16  -0.678
C 0.20 -0.41 -0.13  -0.101
C 0.92 -0.27 0.84  0.318
O 1.42 0.06 1.92  -0.582
I 1.72 2.07 2.62  0.327
H -1.05 0.71 -1.09  0.253
H -0.65 -0.83 -2.14  0.233
H -1.75 -0.90 -0.85  0.229

Output
Spin multiplicity: 1
Kohn-Sham gap (alpha / beta), Ha: 0.246 / 0.245
Structure (SMILES): CC#COI
LUMO (alpha / beta), eV: -2.192 / -2.198

---

(6)
Molecular formula: C3H3IO2
Method: DFT, ωB97M-V with the def2-TZVPD basis set

Last column: natural (NBO) charge in e.
Positions of all 9 atoms, in Å:
C -0.49 0.53 0.93  -0.731
C 0.41 0.52 -0.29  0.510
O 0.86 1.40 -0.90  -0.461
C 0.61 -0.92 -0.79  0.387
O 1.59 -1.56 -0.70  -0.463
I -1.08 -1.65 -1.86  0.018
H 0.10 -0.02 1.69  0.242
H -1.50 0.15 0.75  0.260
H -0.50 1.55 1.18  0.239

Output
Spin multiplicity: 1
Kohn-Sham gap, Ha: 0.362
Structure (SMILES): CC(=O)C(=O)I
LUMO, eV: 0.136

---

(7)
Molecular formula: C3H3IO2
Method: DFT, ωB97M-V with the def2-TZVPD basis set

Last column: natural (NBO) charge in e.
Positions of all 9 atoms, in Å:
C 0.79 -1.07 -1.43  0.382
C -0.59 0.47 1.33  -0.168
C 0.62 1.00 0.67  0.123
O 1.64 -1.52 -2.09  -0.474
O -0.59 1.35 0.16  -0.452
I -1.34 -0.84 -2.02  0.058
H -0.74 -0.49 1.08  0.174
H -1.07 0.87 2.14  0.193
H 1.28 0.24 0.16  0.163

Output
Spin multiplicity: 1
Kohn-Sham gap (alpha / beta), Ha: 0.317 / 0.254
LUMO (alpha / beta), eV: -0.329 / -1.988

---

(8)
Molecular formula: C3H3IS
Method: DFT, ωB97M-V with the def2-TZVPD basis set

Last column: natural (NBO) charge in e.
Positions of all 8 atoms, in Å:
C -0.20 1.74 1.91  -0.124
C -0.50 2.28 2.95  -0.471
C -0.18 0.32 -1.25  -0.824
S 0.53 1.95 -0.96  0.396
I -0.86 2.71 4.96  0.254
H 0.09 -0.15 -2.28  0.261
H -1.21 0.28 -1.02  0.238
H 0.37 -0.24 -0.34  0.270

Output
Spin multiplicity: 1
Kohn-Sham gap (alpha / beta), Ha: 0.204 / 0.208
LUMO (alpha / beta), eV: -3.532 / -3.495

---

Energy above the lowest of the compared OMol25 structures with the same formula, charge and spin readings, ordered: 105.8, 53.7, 30.7, 60.3, 58.3, 3.2, 110.0, 115.3 kcal/mol